{
  "formula": "C3H9N2",
  "method": "ωB97M-V/def2-TZVPD",
  "species": ["N", "N", "C", "C", "C", "H", "H", "H", "H", "H", "H", "H", "H", "H"],
  "xyz": [[0.850489, 0.559260, 0.832264], [-0.663704, 2.002063, -0.240037], [0.368318, 1.743179, 0.515844], [-0.935085, -1.910242, -0.573243], [0.370494, -2.451350, -0.554045], [1.705906, 0.535794, 1.374364], [0.861740, 2.610992, 0.942789], [1.024813, -2.342228, -1.414545], [-1.096040, 1.314702, -0.839649], [-1.285324, -1.389399, -1.459897], [0.741120, -3.024985, 0.293731], [-1.576177, -1.971811, 0.302899], [0.483530, -0.347486, 0.541802], [-0.927105, 2.972316, -0.365226]],
  "atomic_forces_ev_per_a": [[0.27, -0.06, -0.09], [0.43, -0.11, -0.01], [-0.25, 0.17, 0.00], [-0.03, -0.06, 0.03], [0.10, -0.58, -0.25], [-0.07, -0.07, 0.07], [0.10, -0.13, 0.16], [0.03, 0.05, -0.02], [-0.22, 0.14, 0.12], [-0.12, -0.16, -0.04], [-0.09, 0.02, 0.03], [-0.07, -0.08, -0.05], [0.05, 0.93, 0.19], [-0.12, -0.07, -0.12]],
  "homo_ev": [-20.219, -20.200],
  "de_lowest_kcal_mol": 38.87,
  "lumo_energy_ev": [-10.493, -14.191],
  "total_charge": 2,
  "multiplicity": 2,
  "homo_lumo_gap_ev": [9.73, 6.01]
}



{
  "formula": "C4H9ClO2S",
  "method": "ωB97M-V/def2-TZVPD",
  "species": ["Cl", "S", "O", "O", "C", "C", "C", "C", "H", "H", "H", "H", "H", "H", "H", "H", "H"],
  "xyz": [[-1.580145, 0.167330, 2.780786], [0.583705, -0.465541, -1.037363], [1.322693, -1.369259, -0.209095], [1.213619, 0.703124, -1.517378], [-0.914998, 0.029390, -0.086402], [-0.213314, 0.311507, 1.652263], [0.049028, -1.515057, -2.402901], [0.429221, 1.708609, 1.780961], [-0.362122, -0.990302, -3.374444], [0.934348, 1.858493, 0.852682], [0.986912, -2.127271, -2.675842], [-0.244987, 2.578854, 2.031492], [-0.664211, -2.133274, -1.874123], [1.073084, 1.511139, 2.573819], [-1.332736, 0.986327, -0.329956], [-1.641658, -0.749567, 0.167619], [0.361561, -0.504504, 1.667884]],
  "atomic_forces_ev_per_a": [[0.12, -0.29, -0.13], [-1.87, -0.96, -0.08], [0.24, -0.41, 0.64], [0.66, 1.68, -0.54], [1.97, -0.08, 3.58], [-4.38, 3.65, -3.62], [0.80, 0.45, -1.59], [-1.86, -0.92, -0.59], [0.69, -0.86, 2.31], [0.73, 0.52, -0.41], [-1.50, 0.96, 0.49], [0.45, -1.32, -0.41], [-0.34, -0.48, -0.51], [1.64, 0.54, 1.41], [-0.16, 0.23, -0.62], [0.29, 0.04, -0.68], [2.52, -2.75, 0.77]],
  "homo_ev": -10.193,
  "de_lowest_kcal_mol": 29.93,
  "lumo_energy_ev": 0.623,
  "total_charge": 0,
  "homo_lumo_gap_ev": 10.82
}



{
  "formula": "C6H5NO",
  "method": "ωB97M-V/def2-TZVPD",
  "species": ["O", "N", "C", "C", "C", "C", "C", "C", "H", "H", "H", "H", "H"],
  "xyz": [[-2.721515, -0.260989, 0.319233], [1.103638, 1.349879, 0.702461], [0.388393, -1.023878, -0.676607], [-0.096549, 0.940525, 0.674344], [-0.503521, -0.091953, -0.197357], [-1.770817, -0.632840, -0.362029], [2.058979, 0.608356, 0.042303], [1.805300, -0.622432, -0.474951], [-0.911087, 1.473231, 1.003587], [2.942737, 0.964592, 0.116258], [2.574926, -1.310416, -0.588434], [-1.981954, -1.443004, -1.157304], [0.131315, -2.112309, -0.879420]],
  "atomic_forces_ev_per_a": [[0.48, -0.50, -0.65], [2.60, 0.66, -0.05], [4.31, 0.18, 1.38], [-1.18, -1.20, -3.16], [2.49, -2.34, -0.44], [-5.62, -0.07, 0.53], [-6.38, -1.84, 0.83], [-3.63, -0.52, -0.29], [-1.39, 1.54, 1.74], [6.05, 2.30, 0.42], [1.35, -0.98, -0.80], [0.70, 0.93, 0.90], [0.22, 1.84, -0.42]],
  "homo_ev": -9.932,
  "de_lowest_kcal_mol": 21.86,
  "lumo_energy_ev": -0.336,
  "total_charge": 0,
  "homo_lumo_gap_ev": 9.60
}



{
  "formula": "C11H15N",
  "method": "ωB97M-V/def2-TZVPD",
  "species": ["N", "C", "C", "C", "C", "C", "C", "C", "C", "C", "C", "C", "H", "H", "H", "H", "H", "H", "H", "H", "H", "H", "H", "H", "H", "H", "H"],
  "xyz": [[-4.474928, 1.683875, 0.247673], [-5.743885, -0.248215, -0.384631], [3.916227, 0.375493, 0.012685], [-2.540592, -0.924653, 1.092893], [0.600209, -0.841997, 0.059754], [1.906317, -1.092161, -0.058080], [-3.425156, -0.431765, 0.441089], [2.903667, -0.398611, 0.812039], [4.050212, 1.696943, 0.127686], [4.834024, -0.444026, -0.850303], [-6.883991, -0.632448, -0.413876], [-4.381441, 0.343280, -0.350197], [-5.122128, 2.247110, -0.299147], [-3.568665, 2.155869, 0.259391], [0.250536, -0.047914, 0.707404], [5.567857, -0.958243, -0.204121], [-7.890333, -0.981830, -0.450943], [-0.119154, -1.296866, -0.597224], [2.260556, -1.880588, -0.725139], [2.344244, 0.285004, 1.495846], [4.264536, -1.211175, -1.369755], [-1.690126, -1.323652, 1.597055], [5.353361, 0.160925, -1.596874], [-3.968654, 0.333288, -1.388812], [3.373932, 2.245483, 0.792601], [4.757589, 2.293540, -0.441672], [3.425776, -1.106655, 1.484646]],
  "atomic_forces_ev_per_a": [[-0.02, 0.33, -0.28], [-0.26, -0.02, -0.01], [0.64, 0.54, 0.05], [-0.42, 0.31, -0.53], [0.83, 0.21, -0.64], [-0.78, -0.42, 0.53], [0.74, -0.44, 0.66], [-0.14, 0.57, 0.85], [-0.70, -0.01, 0.21], [0.07, -0.10, 0.20], [0.65, 0.17, -0.06], [-0.09, -0.01, -0.32], [0.13, -0.06, 0.12], [-0.29, -0.33, -0.08], [-0.04, -0.06, 0.12], [-0.17, 0.14, -0.33], [0.11, 0.01, 0.03], [-0.23, -0.24, 0.00], [-0.12, 0.26, 0.03], [0.45, -0.36, -0.52], [0.08, -0.13, -0.14], [-0.23, -0.09, 0.06], [0.02, -0.06, 0.19], [-0.41, 0.10, 0.44], [0.29, -0.12, -0.22], [0.01, -0.26, 0.04], [-0.12, 0.04, -0.41]],
  "homo_ev": -9.384,
  "de_lowest_kcal_mol": 137.92,
  "lumo_energy_ev": 0.854,
  "total_charge": 0,
  "homo_lumo_gap_ev": 10.24
}



{
  "formula": "C38H33AsNiOPSe2Te",
  "method": "ωB97M-V/def2-TZVPD",
  "species": ["Te", "Se", "Se", "As", "Ni", "P", "O", "C", "C", "C", "C", "C", "C", "C", "C", "C", "C", "C", "C", "C", "C", "C", "C", "C", "C", "C", "C", "C", "C", "C", "C", "C", "C", "C", "C", "C", "C", "C", "C", "C", "C", "C", "C", "C", "C", "H", "H", "H", "H", "H", "H", "H", "H", "H", "H", "H", "H", "H", "H", "H", "H", "H", "H", "H", "H", "H", "H", "H", "H", "H", "H", "H", "H", "H", "H", "H", "H", "H"],
  "xyz": [[-2.424616, 0.600519, -1.267660], [0.307528, 3.177663, -0.457011], [2.836377, 0.745939, -0.467116], [0.272634, -2.650104, -0.564137], [0.205865, 0.903542, -0.286330], [2.278065, 2.646197, 0.377290], [0.068188, -0.991563, -0.626165], [-1.959485, -4.210019, -1.554588], [3.337611, 2.217860, 2.866776], [0.909591, 2.291030, 4.226310], [3.140030, 5.250518, 0.627219], [1.739587, -2.183812, 1.835842], [2.373208, -3.968495, -2.025056], [-4.315087, 0.347243, -0.290622], [3.968944, 6.323543, 0.346118], [1.960599, -4.882996, 2.510687], [-5.397110, 3.627889, -1.867213], [5.074185, 6.149094, -0.481223], [2.085806, 2.026142, 4.911277], [2.150986, 2.476172, 2.173467], [5.359093, 4.903186, -1.021881], [2.402226, -2.559527, 2.996248], [3.042324, -4.323047, -3.189240], [1.368406, -3.190391, -4.510699], [-1.479951, -3.403274, -0.530500], [-6.562187, 1.451313, -0.602712], [0.692059, -2.830774, -3.355879], [-2.299650, -3.035465, 0.537609], [2.538643, -3.937834, -4.424523], [-3.278164, -4.647339, -1.513660], [0.937520, 2.519781, 2.853020], [1.198334, -3.230290, -2.118457], [3.301041, 1.994802, 4.232977], [2.512285, -3.903377, 3.329830], [4.531399, 3.819943, -0.746936], [-5.180804, 1.482824, -0.789874], [-3.097390, 2.598386, -1.630782], [3.425901, 3.997819, 0.077892], [-6.769428, 3.592839, -1.673907], [1.294714, -4.517895, 1.350692], [-7.353203, 2.500212, -1.042061], [-4.099010, -4.283736, -0.454820], [1.192593, -3.166707, 1.020258], [-3.611073, -3.483289, 0.574435], [-4.595504, 2.572751, -1.430375], [6.224644, 4.770544, -1.661292], [2.059318, 1.850069, 5.979612], [-7.019181, 0.598043, -0.111071], [3.757847, 7.298295, 0.772376], [-7.385461, 4.413147, -2.023786], [1.665214, -1.146463, 1.559582], [2.046759, -5.929392, 2.777513], [0.988175, -2.884567, -5.477115], [2.767514, -4.255277, -1.059671], [4.280689, 2.188273, 2.330323], [-4.184816, 0.368913, 0.790044], [-4.251703, -3.214569, 1.405879], [3.065178, -4.218381, -5.329185], [3.030550, -4.194726, 4.236368], [3.959833, -4.895885, -3.129826], [-1.315137, -4.499575, -2.373611], [-5.125251, -4.631963, -0.426452], [-0.208252, -2.233748, -3.411226], [-1.910705, -2.415772, 1.334876], [-2.606005, 3.262916, -0.924250], [0.024392, 2.743698, 2.320090], [0.852438, -5.276366, 0.715728], [-3.661921, -5.275759, -2.308121], [4.221391, 1.798888, 4.772898], [-0.033006, 2.333988, 4.761057], [4.736904, 2.842739, -1.168602], [-4.937866, 4.477999, -2.363924], [-8.427095, 2.463004, -0.900185], [5.714084, 6.993050, -0.708485], [2.835613, -1.801245, 3.636242], [-2.818731, 2.897101, -2.637184], [-4.705306, -0.625599, -0.576301], [2.276790, 5.381323, 1.273168]],
  "atomic_forces_ev_per_a": [[-0.06, 0.26, -0.23], [0.13, 0.53, 0.19], [-0.38, 0.23, 0.15], [0.04, 0.14, -0.01], [-0.05, -1.38, -0.56], [0.11, 0.25, -0.02], [0.00, -0.04, 0.25], [-0.05, 0.01, 0.10], [-0.11, 0.03, 0.01], [0.00, 0.03, -0.03], [0.08, -0.05, 0.02], [0.04, -0.27, 0.05], [-0.08, 0.04, -0.11], [0.07, 0.07, 0.11], [-0.02, 0.01, 0.04], [0.00, 0.01, -0.02], [0.04, -0.03, 0.02], [0.02, -0.04, -0.04], [-0.03, 0.00, -0.01], [-0.01, 0.02, 0.14], [0.00, -0.04, 0.01], [0.02, -0.07, 0.04], [-0.01, -0.01, -0.01], [0.01, -0.02, 0.01], [-0.07, 0.06, 0.03], [0.03, 0.00, 0.03], [0.19, -0.09, 0.04], [-0.06, -0.15, -0.15], [0.01, -0.01, 0.00], [-0.02, -0.02, 0.03], [0.18, -0.03, 0.14], [0.03, 0.05, -0.08], [0.06, 0.00, -0.01], [0.01, 0.01, 0.01], [-0.02, 0.10, 0.07], [-0.02, -0.02, 0.01], [-0.15, -0.09, 0.02], [0.08, 0.04, -0.12], [0.05, 0.00, -0.01], [-0.01, 0.12, 0.05], [-0.01, 0.00, -0.01], [0.00, 0.00, -0.01], [0.03, -0.04, 0.06], [0.02, 0.01, -0.02], [0.01, 0.01, -0.02], [-0.08, 0.02, 0.05], [0.01, 0.01, -0.03], [0.04, 0.06, -0.04], [0.00, -0.09, -0.05], [0.04, -0.06, 0.03], [0.00, 0.24, -0.05], [0.00, 0.06, -0.01], [0.01, -0.01, 0.03], [0.03, -0.01, 0.04], [-0.03, -0.01, 0.05], [-0.02, 0.03, 0.02], [0.02, -0.01, -0.04], [-0.03, 0.03, 0.05], [-0.03, 0.03, -0.06], [-0.05, 0.03, -0.01], [0.01, 0.00, -0.05], [0.07, 0.03, 0.00], [-0.07, 0.05, -0.02], [0.01, 0.06, 0.06], [0.03, 0.07, 0.07], [-0.04, 0.00, -0.02], [-0.01, -0.03, -0.01], [0.02, 0.03, 0.04], [-0.09, 0.02, -0.05], [0.07, -0.01, -0.05], [0.00, 0.04, -0.02], [-0.06, -0.09, 0.04], [0.07, 0.01, 0.00], [-0.02, -0.04, 0.03], [-0.02, -0.01, -0.02], [-0.01, 0.00, -0.06], [-0.02, -0.05, -0.02], [0.05, 0.00, -0.05]],
  "homo_ev": [-10.279, -10.563],
  "de_lowest_kcal_mol": 26.01,
  "lumo_energy_ev": [-1.951, -3.166],
  "total_charge": 1,
  "multiplicity": 3,
  "homo_lumo_gap_ev": [8.33, 7.40]
}



{
  "formula": "C8H24FO4Pb",
  "method": "ωB97M-V/def2-TZVPD",
  "species": ["Pb", "F", "O", "O", "O", "O", "C", "C", "C", "C", "C", "C", "C", "C", "H", "H", "H", "H", "H", "H", "H", "H", "H", "H", "H", "H", "H", "H", "H", "H", "H", "H", "H", "H", "H", "H", "H", "H"],
  "xyz": [[21.924586, 4.277372, 12.498475], [21.415720, 4.306908, 15.074022], [24.091127, 4.457849, 13.691580], [18.107238, 6.759804, 17.090430], [20.117374, 2.044548, 15.834102], [23.669299, 4.259447, 16.495184], [20.232575, 7.446789, 16.405372], [25.490653, 4.640714, 13.296194], [26.108768, 5.483669, 14.383712], [18.988294, 7.887987, 17.126027], [23.490850, 4.120756, 18.885451], [20.433271, 0.655250, 15.739037], [23.662309, 3.345866, 17.599568], [19.776625, -0.077490, 16.895576], [18.547674, 8.768002, 16.649847], [24.039822, 4.235199, 14.650146], [24.642603, 2.866142, 17.556663], [20.807676, 6.692914, 16.944769], [23.852916, 3.544078, 19.739201], [20.176744, 0.333140, 17.823506], [25.548895, 6.198540, 14.982545], [26.052303, 3.712717, 13.199883], [25.447940, 5.090436, 12.303899], [20.943299, 8.263977, 16.241722], [21.509122, 0.501635, 15.612056], [19.987557, 0.288885, 14.804172], [17.221418, 7.055369, 17.319913], [27.129421, 5.830846, 14.216251], [19.153656, 8.108251, 18.183903], [22.756220, 4.433377, 16.197612], [24.078519, 5.037727, 18.882170], [18.717094, 0.180204, 16.926645], [22.444375, 4.369240, 19.064002], [22.927372, 2.555030, 17.431408], [26.348165, 4.760079, 15.178780], [20.079781, 7.047677, 15.401203], [19.858188, -1.158430, 16.803521], [20.891213, 2.586104, 15.635003]],
  "atomic_forces_ev_per_a": [[0.60, 0.14, 3.93], [0.66, 0.03, -3.07], [-0.87, -0.76, -1.19], [-0.29, 0.19, -0.27], [0.28, -0.17, 0.02], [-0.13, 0.09, -1.04], [1.38, 0.33, -0.23], [-0.30, 1.19, -0.02], [1.53, -1.18, 1.73], [-0.34, -0.73, 0.03], [-0.14, -0.33, 0.49], [-0.77, 0.04, -0.73], [0.70, 0.21, -0.26], [0.14, 0.66, 0.02], [-0.06, -0.05, -0.05], [-0.17, -0.01, 0.63], [-0.01, 0.00, 0.17], [-0.30, -0.12, 0.16], [-0.17, -0.12, -0.02], [0.18, -0.48, 0.14], [-0.50, 0.40, -0.97], [-0.43, -0.27, 0.10], [0.02, 0.22, 0.09], [-0.18, 0.23, 0.27], [0.08, -0.10, 0.51], [0.02, -0.12, -0.02], [0.00, -0.07, 0.08], [-0.26, 0.38, -0.73], [0.42, 0.30, -0.12], [-0.05, -0.05, 0.23], [0.00, 0.00, -0.25], [-0.03, -0.03, -0.25], [0.02, 0.08, -0.01], [-0.19, 0.13, 0.21], [-0.20, -0.11, 0.03], [-0.61, -0.08, 0.12], [0.22, 0.00, 0.21], [-0.25, 0.15, 0.08]],
  "homo_ev": -12.010,
  "de_lowest_kcal_mol": 15.34,
  "lumo_energy_ev": -6.867,
  "total_charge": 1,
  "homo_lumo_gap_ev": 5.14
}



{
  "formula": "C3H7NS2",
  "method": "ωB97M-V/def2-TZVPD",
  "species": ["S", "S", "N", "C", "C", "C", "H", "H", "H", "H", "H", "H", "H"],
  "xyz": [[0.901189, 0.185994, -1.212810], [-0.393080, 2.587604, 0.250909], [0.644255, 0.156998, 0.488417], [-0.816189, 0.076098, -1.795263], [0.753372, -1.146268, 1.126924], [0.069835, 1.214488, 1.058776], [-1.504965, -0.471293, -1.179145], [-0.096817, 1.098800, 2.102475], [0.063483, -1.885561, 0.764377], [1.769592, -1.550428, 0.908598], [0.650849, -1.017882, 2.184876], [-1.225071, 1.095794, -1.900054], [-0.816454, -0.344343, -2.798080]],
  "atomic_forces_ev_per_a": [[-0.44, -0.62, 0.12], [0.21, -0.41, 0.90], [-0.07, -0.52, -1.02], [-0.04, 1.36, -0.85], [1.78, 0.03, -0.28], [-0.41, 1.22, -1.16], [0.10, -0.51, 0.50], [-0.14, -0.09, 0.92], [-0.66, -0.06, -0.29], [-0.67, 0.28, 0.29], [-0.11, -0.01, 0.67], [0.22, -0.40, 0.17], [0.23, -0.29, 0.01]],
  "homo_ev": -8.163,
  "de_lowest_kcal_mol": 23.50,
  "lumo_energy_ev": 0.644,
  "total_charge": 0,
  "homo_lumo_gap_ev": 8.81
}



{
  "formula": "C2H6F2InO2",
  "method": "ωB97M-V/def2-TZVPD",
  "species": ["In", "F", "F", "O", "O", "C", "C", "H", "H", "H", "H", "H", "H"],
  "xyz": [[1.844413, -3.795868, -0.346308], [-0.475945, -2.138071, 0.058022], [-0.066198, -3.940897, 1.774278], [0.944699, 0.468330, 0.894299], [-1.480992, 0.349826, -0.675706], [-0.462706, 1.232034, -0.869325], [0.226796, 1.567156, 0.547775], [0.334644, 0.771449, -1.482270], [-0.635150, 2.089324, -1.534311], [0.485819, -0.342530, 0.585062], [0.905867, 2.400354, 0.362245], [-1.048717, -0.531033, -0.547780], [-0.572531, 1.869932, 1.234022]],
  "atomic_forces_ev_per_a": [[-0.80, 0.05, 0.58], [0.93, 0.29, 0.65], [0.27, 0.90, -1.30], [-0.11, -0.43, -0.57], [0.42, 0.40, -0.05], [0.73, -1.16, -2.07], [0.69, 1.14, 0.06], [0.17, -0.32, 0.66], [-1.13, 0.64, 1.24], [-0.08, -0.44, 1.02], [0.03, -0.01, 0.15], [-0.83, -0.68, -0.23], [-0.27, -0.39, -0.15]],
  "homo_ev": -14.391,
  "de_lowest_kcal_mol": 141.57,
  "lumo_energy_ev": -10.921,
  "total_charge": 1,
  "homo_lumo_gap_ev": 3.47
}